Entry 1:
DFT (wB97M-V/def2-TZVPD) results for a molecular structure, C31H37N8O4ReSSe in a non-equilibrium geometry.

- Spin multiplicity: 2
- Total charge: +3
- Expectation value of S²: 0.757
- Kohn-Sham gap (spin up / spin down): 3.901 / 4.298 eV

The geometry in XYZ format:
```
83
C31H37N8O4ReSSe | OMol25 | wB97M-V/def2-TZVPD
C 0.8552 -2.1120 -0.2918
C -0.0113 2.7545 -0.9543
C 2.4695 2.9092 2.0429
C -0.8980 -3.9480 -4.8824
O -0.1106 2.5003 0.3484
C 4.1936 3.9063 0.7054
H -1.8773 4.5106 0.2859
H 0.4521 -1.3369 3.5039
C 1.1372 0.4056 5.3787
H -4.2766 2.1034 5.2856
C -0.0679 -2.4810 1.8119
N -0.5513 -2.9865 -4.0323
H -1.0866 -4.3348 2.0759
C 0.3593 -3.2880 -0.7832
H -1.9362 -1.2173 -8.1873
H -3.5013 -1.5256 -7.4326
N -0.2867 0.7599 5.4883
C 3.8338 0.3510 -1.8443
H 1.3236 -0.4804 5.9788
H -0.1640 -2.9457 3.8859
H 3.4537 4.7283 2.5426
C -0.2799 -2.0808 3.2322
N 1.9713 -0.0747 -0.4670
N -1.4833 -1.4559 -5.5271
C 1.5958 2.9919 3.2524
H -0.3335 4.8195 -1.4273
H 0.6859 3.5506 3.0225
C -0.8960 0.8302 6.7154
C -1.1883 1.0435 4.5208
O -1.0192 -0.2233 -0.1333
S -0.4604 -0.3815 -3.3439
H 0.5170 -3.5498 -1.8211
C 3.5530 -0.8149 -2.5516
C -0.8919 3.8866 -1.4438
H 4.6906 2.7998 -1.0653
H 1.3222 2.0003 3.5834
H -1.1879 3.6681 -2.4644
O 0.7005 2.1922 -1.7447
H 1.3911 0.2013 4.3518
C 2.5248 -1.6441 -2.1401
H -1.8273 -4.5032 -6.7668
C -2.5316 -1.9695 -7.6669
C -2.1889 1.1706 6.5050
C -3.6681 1.6004 4.5415
Re 0.5794 0.5656 0.9213
N 2.3513 1.8662 1.1849
H 4.9005 4.7054 0.5183
C 4.0801 2.8455 -0.1748
N 0.6115 -1.6656 0.9782
C 3.1691 1.8536 0.0864
N -2.1119 4.0431 -0.5867
H -3.5429 2.2444 3.6808
H -0.6919 -6.0538 -5.3053
H -2.7471 -0.4836 -1.0988
H -0.7920 -5.0331 -0.2879
N -2.3557 1.3021 5.1554
H -1.2856 -1.6815 3.3847
C 3.3859 3.9237 1.8223
C -2.1761 0.2346 -0.5105
H 2.1174 3.5103 4.0557
Se -1.1968 1.1971 2.6265
H 2.3329 -2.5856 -2.6340
C -1.8471 -2.4101 -6.4146
O -2.6520 1.3379 -0.2491
H 4.6913 0.9566 -2.1014
H -1.6665 -0.4854 -5.7368
C -0.8508 -1.6974 -4.3308
H 1.7470 1.2247 5.7488
H -4.1538 0.6772 4.2378
H -2.4903 3.1056 -0.3167
H -0.3604 0.6400 7.6318
H -2.8339 4.5864 -1.0568
C -0.3789 -4.0970 0.0659
H 0.4739 -5.3998 -4.1342
H 4.1727 -1.0979 -3.3928
H -2.9954 1.3203 7.2046
H -2.6908 -2.8110 -8.3344
C 3.0092 0.7009 -0.8051
C -0.5569 -3.7030 1.3740
C -1.5607 -3.6997 -6.0949
H -1.2043 -5.6572 -3.6603
C 1.7704 -1.2586 -1.0537
C -0.5569 -5.3512 -4.4859
```

Just the Löwdin charges please, in e? Sure, here they are: atom 1 (C): -0.209, atom 2 (C): -0.590, atom 3 (C): -0.267, atom 4 (C): -0.288, atom 5 (O): -0.289, atom 6 (C): 0.028, atom 7 (H): 0.167, atom 8 (H): 0.028, atom 9 (C): 0.003, atom 10 (H): 0.107, atom 11 (C): -0.278, atom 12 (N): 0.095, atom 13 (H): 0.137, atom 14 (C): 0.028, atom 15 (H): 0.102, atom 16 (H): 0.104, atom 17 (N): -0.083, atom 18 (C): 0.052, atom 19 (H): 0.117, atom 20 (H): 0.109, atom 21 (H): 0.138, atom 22 (C): -0.038, atom 23 (N): -0.013, atom 24 (N): 0.102, atom 25 (C): -0.046, atom 26 (H): 0.150, atom 27 (H): 0.088, atom 28 (C): -0.001, atom 29 (C): -0.540, atom 30 (O): -0.261, atom 31 (S): 0.669, atom 32 (H): 0.099, atom 33 (C): 0.034, atom 34 (C): -0.018, atom 35 (H): 0.131, atom 36 (H): -0.010, atom 37 (H): 0.152, atom 38 (O): 0.074, atom 39 (H): 0.053, atom 40 (C): 0.023, atom 41 (H): 0.133, atom 42 (C): 0.012, atom 43 (C): 0.002, atom 44 (C): -0.002, atom 45 (Re): 1.551, atom 46 (N): 0.027, atom 47 (H): 0.140, atom 48 (C): 0.036, atom 49 (N): 0.004, atom 50 (C): -0.177, atom 51 (N): 0.204, atom 52 (H): 0.059, atom 53 (H): 0.089, atom 54 (H): 0.146, atom 55 (H): 0.134, atom 56 (N): -0.115, atom 57 (H): 0.081, atom 58 (C): 0.019, atom 59 (C): -0.430, atom 60 (H): 0.106, atom 61 (Se): 0.902, atom 62 (H): 0.132, atom 63 (C): -0.248, atom 64 (O): -0.027, atom 65 (H): 0.130, atom 66 (H): 0.139, atom 67 (C): -0.789, atom 68 (H): 0.110, atom 69 (H): 0.109, atom 70 (H): 0.116, atom 71 (H): 0.149, atom 72 (H): 0.180, atom 73 (C): 0.025, atom 74 (H): 0.087, atom 75 (H): 0.138, atom 76 (H): 0.149, atom 77 (H): 0.096, atom 78 (C): -0.198, atom 79 (C): 0.019, atom 80 (C): 0.037, atom 81 (H): 0.093, atom 82 (C): -0.220, atom 83 (C): -0.011


Entry 2:
DFT (wB97M-V/def2-TZVPD) results for a molecular structure, C19H21N3OS4Sc.

- Spin multiplicity: 1
- Total charge: -1
- Kohn-Sham gap: 4.776 eV

The geometry in XYZ format:
```
49
C19H21N3OS4Sc | OMol25 | wB97M-V/def2-TZVPD
H 2.7884 -4.5642 -1.4624
H 3.9980 4.0154 3.5526
H 0.2508 2.6711 -1.9679
H -1.9835 0.2113 -2.3475
H -1.9471 -1.5700 -3.9621
S -3.3971 2.0477 -0.2129
H -3.4946 -1.2514 3.9076
N -2.6591 -1.4368 3.3751
C -0.8993 -1.6855 -3.6766
H 1.0274 1.0999 2.5231
H -3.7792 -0.4059 0.5242
H -0.5375 -2.6412 -4.0670
C 0.8141 2.8867 -1.0686
H -1.8012 -1.2079 3.8515
C 2.9438 -1.2027 -1.2596
Sc -1.1679 0.7821 0.1057
H -1.5381 -3.6533 -1.9447
C 3.3097 3.6128 2.8208
S -4.8817 2.4367 2.3633
H 3.7858 5.0934 1.3476
H 0.4635 -4.0417 -1.9733
H 1.2467 0.1026 -1.6047
H -1.5650 -2.7068 -0.4481
C 2.4688 -3.5299 -1.4833
C 1.6177 -0.9127 -1.5481
N -3.8107 -0.9187 1.4108
C -0.7815 -1.5729 -2.1408
C 3.1981 4.2186 1.5902
C -1.2335 -0.2055 -1.6486
C -2.6486 -1.0180 2.0739
C 1.5358 2.5568 1.0102
C 1.6425 1.9525 2.2615
H 2.6336 2.0430 4.1413
C 3.3816 -2.5158 -1.2169
H -4.6485 -0.7637 1.9511
C 0.6807 -1.9100 -1.7973
C -1.6930 -2.6542 -1.5307
S 1.8904 4.2166 -0.9241
C 2.2911 3.6762 0.6704
H -2.7273 -2.3643 -1.7223
H -0.3315 -0.8837 -4.1514
C 2.5363 2.4877 3.1601
H 3.6387 -0.3929 -1.0694
C 1.1484 -3.2280 -1.7712
N 0.6842 2.1263 -0.0201
S -1.8739 2.2738 2.3129
O -1.5521 -0.8063 1.5250
C -3.4372 2.2802 1.5258
H 4.4128 -2.7477 -0.9850
```

Just the Löwdin charges please, in e? Sure, here they are: atom 1 (H): 0.090, atom 2 (H): 0.099, atom 3 (H): 0.088, atom 4 (H): -0.013, atom 5 (H): 0.074, atom 6 (S): 0.395, atom 7 (H): 0.103, atom 8 (N): 0.175, atom 9 (C): -0.073, atom 10 (H): 0.107, atom 11 (H): 0.055, atom 12 (H): 0.069, atom 13 (C): -0.432, atom 14 (H): 0.106, atom 15 (C): -0.097, atom 16 (Sc): 0.521, atom 17 (H): 0.057, atom 18 (C): -0.091, atom 19 (S): 0.329, atom 20 (H): 0.104, atom 21 (H): 0.097, atom 22 (H): 0.064, atom 23 (H): 0.073, atom 24 (C): -0.104, atom 25 (C): -0.050, atom 26 (N): 0.194, atom 27 (C): -0.615, atom 28 (C): -0.090, atom 29 (C): -0.262, atom 30 (C): -0.660, atom 31 (C): -0.302, atom 32 (C): -0.025, atom 33 (H): 0.104, atom 34 (C): -0.121, atom 35 (H): 0.098, atom 36 (C): -0.175, atom 37 (C): -0.082, atom 38 (S): 1.074, atom 39 (C): -0.467, atom 40 (H): 0.079, atom 41 (H): 0.075, atom 42 (C): -0.070, atom 43 (H): 0.093, atom 44 (C): -0.047, atom 45 (N): -0.050, atom 46 (S): 0.368, atom 47 (O): -0.116, atom 48 (C): -1.833, atom 49 (H): 0.087


Entry 3:
DFT (wB97M-V/def2-TZVPD) results for a gas-phase ion, C3H6IN4 (charge +1) in a non-equilibrium geometry.

- Spin multiplicity: 3
- Total charge: +1
- Expectation value of S²: 2.015
- Kohn-Sham gap (spin up / spin down): 6.499 / 6.506 eV

The geometry in XYZ format:
```
14
C3H6IN4 | OMol25 | wB97M-V/def2-TZVPD
H 1.1071 2.0420 -1.1339
C 1.3714 1.5025 -0.3067
H -1.2875 1.2114 -0.5945
C -1.6119 -0.5695 0.3649
H 2.3497 1.1010 -0.2598
I 0.7659 -1.0227 -2.2857
N 1.1147 -0.7865 0.5746
N -1.0389 -1.6053 0.8176
N 0.4164 -1.6337 1.0569
H -2.6954 -0.5083 0.4054
C 0.5750 0.2662 -0.2568
N -0.8839 0.4358 -0.0885
H -1.4330 -2.4894 1.0487
H 1.2502 2.0564 0.6579
```

Just the Löwdin charges please, in e? Sure, here they are: atom 1 (H): 0.051, atom 2 (C): -0.070, atom 3 (H): 0.166, atom 4 (C): -0.118, atom 5 (H): 0.080, atom 6 (I): 0.914, atom 7 (N): -0.009, atom 8 (N): 0.107, atom 9 (N): 0.059, atom 10 (H): 0.174, atom 11 (C): -0.734, atom 12 (N): 0.096, atom 13 (H): 0.160, atom 14 (H): 0.123


Entry 4:
DFT (wB97M-V/def2-TZVPD) results for 2 unconnected molecules or ions with the total composition C5H11NO in a non-equilibrium geometry.

- Spin multiplicity: 1
- Kohn-Sham gap: 9.569 eV
- SMILES string: C=NC(=C)CC.O

The geometry in XYZ format:
```
18
C5H11NO | OMol25 | wB97M-V/def2-TZVPD
H 2.0894 -0.9113 -2.3160
C -1.1123 1.1704 0.1234
H 0.9760 -1.3230 1.2326
H -1.7630 0.9188 -0.7168
H 0.0906 -3.4057 0.8975
H 0.2447 2.7491 0.6333
C 0.4885 -0.3620 1.2344
H -1.2490 3.4062 0.0813
C -0.0063 0.1427 0.0971
H -0.2722 2.6790 -1.1222
H -1.1090 -3.2411 0.0461
N 0.4859 -0.0644 -1.2135
C 1.5153 -0.7589 -1.4154
O -0.1599 -3.4192 -0.0341
H 0.0955 0.1525 2.1074
H -1.7402 0.9191 0.9747
C -0.5587 2.5728 -0.0736
H 1.9847 -1.2251 -0.5363
```

Just the Löwdin charges please, in e? Sure, here they are: atom 1 (H): 0.070, atom 2 (C): -0.234, atom 3 (H): 0.037, atom 4 (H): 0.107, atom 5 (H): 0.028, atom 6 (H): 0.071, atom 7 (C): 0.051, atom 8 (H): 0.066, atom 9 (C): -0.395, atom 10 (H): 0.074, atom 11 (H): 0.046, atom 12 (N): 0.033, atom 13 (C): -0.027, atom 14 (O): -0.064, atom 15 (H): 0.069, atom 16 (H): 0.100, atom 17 (C): -0.100, atom 18 (H): 0.069


Entry 5:
DFT (wB97M-V/def2-TZVPD) results for 12 unconnected molecules or ions with the total composition C31H74NO19P in a non-equilibrium geometry.

- Spin multiplicity: 1
- Kohn-Sham gap: 7.391 eV
- SMILES string: CCOCCOc1cc2c(c(CCO)c1CCP(=O)(OCC)OCC)C(=O)NC2=O.CO.CO.CO.CO.CO.CO.CO.CO.CO.CO.CO

The geometry in XYZ format:
```
126
C31H74NO19P | OMol25 | wB97M-V/def2-TZVPD
H -4.9389 4.0810 -4.2511
H -7.2615 1.8164 -0.2072
H -3.9968 -0.8456 9.5529
O -2.1156 3.1334 0.9225
C -2.6095 4.4191 1.2504
H 4.9974 -0.9666 4.6037
H 5.5844 -6.7185 10.2268
H -1.5730 -0.8382 -6.3452
H 2.1678 -0.1370 0.9308
H -2.6959 1.3770 -5.6055
C 3.6563 1.1341 -4.5863
H 3.5759 3.6749 -8.3514
H 2.8421 2.7089 -6.0497
H 4.9458 -5.4668 6.0553
O 1.2293 1.1078 -2.2110
O -7.1620 0.7845 -1.9843
H -0.3569 -2.1509 -6.2680
C -1.2119 -1.6915 -5.7660
C 4.8611 4.9104 -7.5894
H 6.4808 -7.5637 8.9268
C 4.5830 -3.8608 3.2953
H -7.1278 2.5079 -4.7299
C -1.3106 -1.2392 5.4885
H -3.1194 -1.6007 -3.5118
H -4.6435 0.0022 7.5247
H -1.4379 -3.4461 0.4413
C 5.7420 -4.3860 4.3294
C -4.9869 -1.3518 -3.0544
O 3.9223 1.3461 -1.4633
H -2.4920 -0.9735 3.4428
H -0.0952 1.7718 -0.6572
O 4.0104 0.3801 3.2738
H 6.6865 -1.9688 2.7945
O 3.3076 -7.3741 4.4482
H -4.6381 5.1495 -6.2557
H 4.6825 0.8395 -5.1198
C -7.2270 3.0044 -5.6981
O -3.6863 -0.1027 7.6597
H 0.7276 4.2619 -0.6948
H 6.0990 0.4544 3.8197
H 1.7167 1.7681 -0.1310
C -0.5724 -3.6891 1.2268
H -8.1191 0.8894 -2.1193
H -0.2064 1.0543 -4.2710
C -2.0663 1.3782 -4.7125
H -0.5282 -4.8770 1.2651
H 5.1637 5.2493 -6.5958
H -5.5774 -1.1390 -2.1600
O 0.0216 2.0270 4.6136
O 3.8233 3.9570 -7.4544
C 2.0207 -4.7855 2.4092
N 5.1272 -5.6145 5.0270
H 3.9942 -0.3562 0.5139
O -0.7411 1.0454 -5.0831
H -2.0804 2.3730 -4.2607
C 2.6144 -1.2357 -1.0765
C 1.0135 1.9758 -1.0432
H 5.9213 -0.8986 1.4118
H -5.2973 -2.3121 -3.4733
O 5.1651 -6.1084 8.3072
C -3.8237 4.6395 -5.7354
H -3.1622 4.1720 -6.4685
H 4.5000 5.7637 -8.1687
O -2.2497 -2.6450 -5.6310
H 5.7161 4.4511 -8.0915
H -1.4507 -2.3618 5.7925
H -3.2538 5.3554 -5.1380
C -6.9290 0.8481 -0.5893
H -0.0617 4.0819 4.6697
H -3.6607 4.3438 1.5392
H -2.3831 -0.1540 9.2418
H 0.7776 2.0233 5.2251
H -6.2354 3.1505 -6.1334
H 1.1631 -5.5943 2.4517
H -2.4971 -2.9271 -6.5280
H -7.9251 4.6778 -6.3846
H -7.8402 2.3880 -6.3601
O 6.9576 -3.9246 4.6359
H 3.3590 -2.0887 -1.4368
H -5.1401 -0.5558 -3.7873
C -3.4534 -0.0391 9.0546
H 6.9073 -5.8891 9.3659
H 4.4481 -6.7614 8.2374
C 2.9378 -0.9118 0.4978
H 0.9720 3.3782 3.3874
O -7.8508 4.2612 -5.5092
C 3.0740 -2.2761 1.4460
H -0.2458 -0.8547 5.8624
C 5.7057 -1.4401 2.4310
O -4.3566 3.6364 -4.8904
C -1.3795 -0.9731 3.8525
H -5.8588 0.7331 -0.4022
H -0.8039 3.3101 3.2439
C 0.0361 3.2730 3.9415
P 2.8423 0.3712 -2.1548
H -0.9310 -3.9351 3.4778
H -2.6471 2.8046 0.1777
C 2.5735 1.5816 -5.7630
H 0.2937 3.6295 -2.4873
C 1.0423 3.5465 -1.5689
C 1.8430 -3.4071 1.4908
H -0.9093 -1.3527 -4.7724
H -2.5040 5.0819 0.3880
H -2.4437 0.6383 -4.0023
C 5.2710 -0.3475 3.6199
O 0.6536 -3.0826 0.6886
O -3.6179 -1.4108 -2.6989
O -0.4650 -1.8169 3.0684
C 3.3912 -4.9869 3.2954
C 6.0857 -6.6019 9.2629
H -0.9974 0.1486 3.7073
C 4.4490 -2.5182 2.3637
H -7.4725 0.0416 -0.0911
O 3.2351 -0.0380 -3.8028
H -3.7859 0.9292 9.4367
H 3.2141 -0.2148 3.4463
H 3.8704 2.1002 -3.9613
H 1.4941 -1.5816 -1.2793
H 2.1232 3.7959 -1.9680
H -2.0318 4.8188 2.0872
H -2.0923 -0.5153 6.0251
H 2.7140 0.9628 -6.7618
C -1.0803 -3.0902 2.6642
H -2.2635 -2.9601 2.5724
H 1.4657 1.6079 -5.3807
C 3.8791 -6.1742 4.3173
```

Löwdin atomic charge list, values in e, 99 entries: atom 1 (H): 0.090, atom 2 (H): 0.075, atom 3 (H): 0.076, atom 4 (O): -0.144, atom 5 (C): -0.163, atom 6 (H): 0.134, atom 7 (H): 0.076, atom 8 (H): 0.073, atom 9 (H): 0.119, atom 10 (H): 0.084, atom 11 (C): -0.272, atom 12 (H): 0.090, atom 13 (H): 0.067, atom 14 (H): 0.120, atom 15 (O): -0.322, atom 16 (O): -0.145, atom 17 (H): 0.084, atom 18 (C): -0.160, atom 19 (C): -0.155, atom 20 (H): 0.079, atom 21 (C): 0.008, atom 22 (H): 0.078, atom 23 (C): -0.093, atom 24 (H): 0.046, atom 25 (H): 0.086, atom 26 (H): 0.148, atom 27 (C): -0.227, atom 28 (C): -0.157, atom 29 (O): -0.386, atom 30 (H): 0.125, atom 31 (H): 0.126, atom 32 (O): -0.162, atom 33 (H): 0.114, atom 34 (O): -0.026, atom 35 (H): 0.073, atom 36 (H): 0.138, atom 37 (C): -0.169, atom 38 (O): -0.149, atom 39 (H): 0.079, atom 40 (H): 0.130, atom 41 (H): 0.109, atom 42 (C): -0.160, atom 43 (H): 0.087, atom 44 (H): 0.054, atom 45 (C): -0.144, atom 46 (H): 0.130, atom 47 (H): 0.083, atom 48 (H): 0.058, atom 49 (O): -0.143, atom 50 (O): -0.156, atom 51 (C): 0.077, atom 52 (N): 0.080, atom 53 (H): 0.106, atom 54 (O): -0.176, atom 55 (H): 0.071, atom 56 (C): -0.211, atom 57 (C): -0.285, atom 58 (H): 0.118, atom 59 (H): 0.079, atom 60 (O): -0.144, atom 61 (C): -0.154, atom 62 (H): 0.083, atom 63 (H): 0.076, atom 64 (O): -0.133, atom 65 (H): 0.077, atom 66 (H): 0.076, atom 67 (H): 0.079, atom 68 (C): -0.165, atom 69 (H): 0.078, atom 70 (H): 0.078, atom 71 (H): 0.082, atom 72 (H): 0.088, atom 73 (H): 0.058, atom 74 (H): 0.102, atom 75 (H): 0.085, atom 76 (H): 0.083, atom 77 (H): 0.079, atom 78 (O): -0.028, atom 79 (H): 0.122, atom 80 (H): 0.077, atom 81 (C): -0.160, atom 82 (H): 0.083, atom 83 (H): 0.087, atom 84 (C): -0.193, atom 85 (H): 0.082, atom 86 (O): -0.133, atom 87 (C): 0.008, atom 88 (H): 0.083, atom 89 (C): -0.125, atom 90 (O): -0.161, atom 91 (C): -0.243, atom 92 (H): 0.078, atom 93 (H): 0.055, atom 94 (C): -0.146, atom 95 (P): 0.822, atom 96 (H): 0.128, atom 97 (H): 0.083, atom 98 (C): -0.084, atom 99 (H): 0.085


Entry 6:
DFT (wB97M-V/def2-TZVPD) results for 2 unconnected molecules or ions with the total composition C5H10O2 in a non-equilibrium geometry.

- Spin multiplicity: 2
- Total charge: -1
- Expectation value of S²: 0.751
- Kohn-Sham gap (spin up / spin down): 2.730 / 8.174 eV

The geometry in XYZ format:
```
17
C5H10O2 | OMol25 | wB97M-V/def2-TZVPD
H 0.1387 -3.9260 -0.4586
H 0.6230 1.8438 -1.9768
H -0.9333 -0.1943 0.5786
H 0.9433 2.5458 -0.4239
O -2.7941 1.4860 1.2493
H -1.3755 -2.9820 0.3717
H -0.8001 1.9150 -0.8793
H 1.3938 -1.7597 -0.1586
H 2.5138 1.2848 -0.4866
C 0.8263 0.5224 -0.3385
O 2.2820 0.2835 -0.2726
C 0.3154 1.8264 -0.9673
H -3.5792 1.9678 0.8268
C -0.0003 -0.4095 0.1336
C -0.3082 -3.0036 -0.0081
H -2.1982 2.1655 1.5891
C 0.3951 -1.7717 0.0477
```

Just the Löwdin charges please, in e? Sure, here they are: atom 1 (H): 0.027, atom 2 (H): 0.041, atom 3 (H): 0.069, atom 4 (H): 0.021, atom 5 (O): -0.261, atom 6 (H): 0.039, atom 7 (H): 0.060, atom 8 (H): 0.041, atom 9 (H): 0.086, atom 10 (C): -0.370, atom 11 (O): -0.131, atom 12 (C): -0.205, atom 13 (H): 0.018, atom 14 (C): -0.159, atom 15 (C): -0.033, atom 16 (H): -0.035, atom 17 (C): -0.208